# 1
Formula: C21H29ClN3O4STi
Source: the OMol25 dataset
Level of theory: ωB97M-V/def2-TZVPD

Output
Kohn-Sham gap (spin up / spin down) in hartree: 0.285 / 0.277
Charge: +2
2S+1: 2

Atoms and positions in Å:
Ti -0.15928 0.08448 0.84985
Cl -4.69832 5.47195 -0.98453
S 1.59783 -1.28379 -0.43126
O 1.49161 1.47993 1.21177
O 1.26306 -0.21576 2.58800
O -1.17022 1.27279 2.09317
O -0.86238 1.06573 -0.54500
N 3.33234 0.19806 4.03277
N 3.34897 -0.85300 -2.29483
N 1.69435 0.80189 -2.08782
C -3.57682 4.17893 -0.82694
C -0.09676 -4.51552 -1.11572
C 2.27185 -0.33016 -1.71545
C -3.16612 3.76196 0.41409
C -2.37713 -1.62166 -0.19046
C 4.20025 -0.34223 -3.36782
C -1.74254 2.06545 -0.62392
C -1.88763 2.26459 1.84110
C -0.77553 -3.44492 -0.31670
C 3.10687 1.24115 2.97975
C -1.70668 -2.60141 -0.91381
C -2.08114 -1.47728 1.17451
C -2.25305 2.69521 0.53649
C 1.86948 0.81849 2.19267
C -2.17525 2.50739 -1.87193
C -1.14651 -2.32199 1.80557
C -0.49440 -3.28305 1.03982
C 1.98127 1.66315 -3.23503
C -3.45079 -0.79741 -0.83754
C -0.94820 -2.25066 3.29564
C -3.08006 3.54497 -1.97125
H 0.03120 -4.21116 -2.15330
H -0.70255 -5.42394 -1.11082
H 2.14080 1.08153 -4.13838
H -3.54911 4.24504 1.30400
H -3.41535 3.87957 -2.94387
H 4.16443 -0.36590 3.85773
H -1.06259 -1.23303 3.67116
H -4.36986 -1.38284 -0.90718
H 2.93730 2.20843 3.44645
H 4.39197 0.71906 -3.24485
H -1.69880 -2.86846 3.79222
H 0.86779 1.04383 -1.56157
H -3.17196 -0.50572 -1.84939
H 5.15259 -0.86117 -3.30425
H -3.67734 0.09874 -0.26116
H 3.59327 -1.76098 -1.93284
H 3.77306 -0.53143 -4.35139
H -1.79729 2.02017 -2.76099
H -2.68005 -0.80725 1.78390
H 0.87768 -4.76310 -0.69810
H 0.22713 -3.93844 1.51406
H 3.40695 0.58576 4.97354
H 1.11194 2.29559 -3.39239
H -2.26682 2.84001 2.68993
H 0.03244 -2.62737 3.58198
H 2.83849 2.30920 -3.05414
H 3.97053 1.31505 2.32444
H -1.92959 -2.72183 -1.96776
H 2.49462 -0.41664 3.96779

# 2
Formula: C3H4FN3O
Source: the OMol25 dataset
Level of theory: ωB97M-V/def2-TZVPD

Output
Kohn-Sham gap in hartree: 0.399
Structure (SMILES): OCc1n[nH]nc1F

Atoms and positions in Å:
F 1.12134 2.12036 -0.20632
O -2.30806 -0.15776 -0.63817
N 1.68159 -1.23321 -0.10195
N 2.26519 -0.06510 -0.25221
N 0.35572 -1.16627 0.14497
C -1.31466 0.53967 0.28034
C 1.20186 0.76624 -0.04280
C 0.08094 0.04125 0.15531
H 2.12913 -2.03486 -0.75837
H -1.16595 1.67342 -0.09385
H -2.42342 -0.94235 0.15190
H -1.62368 0.45860 1.36115

# 3
Formula: C51H37BrIrN3O2P2S
Source: the OMol25 dataset
Level of theory: ωB97M-V/def2-TZVPD

Output
Kohn-Sham gap (spin up / spin down) in hartree: 0.210 / 0.210
Charge: +2

Atoms and positions in Å:
Ir -0.29073 -0.37306 0.37316
Br -1.14762 5.22792 6.52802
S -0.09611 -2.24652 1.58269
P -2.17690 -1.36481 -0.58281
P 1.32377 -1.16372 -0.95103
O 0.07506 -2.17011 3.03241
O -0.60538 1.34620 -0.59714
N 2.94499 5.34230 0.99791
N 2.90941 5.94543 2.07166
N 0.93434 0.90824 1.50344
C -1.45257 -3.32019 1.20472
C 1.28349 -3.16933 0.91897
C 2.85234 0.95626 -1.90331
C -4.86072 -0.68691 -0.16561
C 4.64688 0.86838 0.21922
C -5.60048 0.68905 1.66385
C 3.63119 -0.06789 0.13996
C -3.53689 -0.50522 0.23705
C 1.21705 -2.55414 -4.75859
C 1.89812 3.12935 1.38202
C -3.30281 -0.41596 -2.90325
C -3.48266 -5.05794 0.56986
C -0.03762 -0.50207 -4.69013
C 1.97061 4.34768 0.65605
C 0.31663 3.53057 -0.91786
C 0.21728 2.34254 -0.23769
C 2.87010 -4.94029 1.12014
C 1.92481 -2.68582 -0.21263
C -2.73418 -2.70594 -4.37645
C 1.74932 -4.28481 1.60177
C 1.62005 0.66510 2.60796
C -2.68153 -5.30596 1.68233
C 2.33245 5.72977 4.36656
C -3.29492 -3.91530 -0.19323
C -4.28819 0.87495 2.06961
C 1.88530 5.74495 3.05166
C 1.22639 4.51082 -0.48174
C -3.44222 -1.65972 -4.95337
C 0.87264 -1.42218 -2.66321
C 1.39173 -2.49807 -3.38440
C -2.60414 -1.47362 -2.31845
C 4.76116 1.85620 -0.75228
C 0.08591 5.44943 5.12500
C 0.51659 -1.55071 -5.41161
C -1.65480 -4.43347 2.00813
C 3.07051 -3.33676 -0.67187
C -3.71748 -0.51251 -4.22208
C -0.37898 5.53344 3.81835
C 2.64144 2.82706 2.54134
C 2.73153 -0.03596 -0.92927
C 3.86706 1.89888 -1.81022
C -2.27052 -3.02546 0.12044
C -3.26019 0.27924 1.35423
C 3.52951 -4.46492 -0.01282
C 2.47980 1.62006 3.16360
C -5.88565 -0.08913 0.54810
C 1.03220 2.13566 0.90291
C 0.13173 -0.43418 -3.31729
C 0.52311 5.66973 2.77692
C 1.43960 5.55144 5.41059
C -2.30838 -2.61559 -3.06124
H 3.39010 5.86145 4.55797
H -3.78586 -1.74140 -5.97630
H -1.44096 5.49883 3.61951
H -2.86158 -6.17635 2.29817
H -2.52313 -3.59971 -4.94848
H 1.32646 5.43359 -1.03972
H 5.35173 0.82904 1.03926
H 3.34278 3.55072 2.93765
H 3.54326 -0.82594 0.90912
H 1.63469 -3.38033 -5.31836
H 1.49085 -0.31069 3.05731
H -1.77396 -3.44392 -2.61096
H 0.38971 -1.59339 -6.48546
H 1.26211 -4.61765 2.50762
H 5.55280 2.59101 -0.68534
H 2.17032 0.99301 -2.74041
H 4.41729 -4.96741 -0.37214
H -0.29715 3.70496 -1.79184
H 3.95984 2.66437 -2.56894
H -6.40564 1.15471 2.21603
H -4.27776 -5.74529 0.31459
H 3.61968 -2.95097 -1.52208
H -4.27258 0.29952 -4.67257
H -0.60343 0.26742 -5.19830
H 1.78599 5.51966 6.43370
H -3.95690 -3.71155 -1.02525
H 0.15177 5.75241 1.76474
H -3.54371 0.46698 -2.32440
H -5.09417 -1.27825 -1.04231
H -1.03838 -4.59671 2.88204
H -2.23658 0.44642 1.68857
H 1.94524 -3.28665 -2.89338
H 3.24573 -5.81162 1.63891
H -4.06429 1.48235 2.93590
H 3.02532 1.37921 4.06411
H -6.91082 -0.22733 0.23190
H -0.31122 0.37715 -2.75188

# 4
Formula: C2H10N2O2
Source: the OMol25 dataset
Level of theory: ωB97M-V/def2-TZVPD

Output
Kohn-Sham gap (spin up / spin down) in hartree: 0.069 / 0.325
Charge: -1
2S+1: 2

Atoms and positions in Å:
O -6.97952 1.17747 -1.04120
O 2.21258 5.81786 -0.13724
N 2.43807 -3.34234 1.52560
N 1.13772 -1.75371 0.47807
C 0.32709 -1.27225 -0.61845
C 2.08235 -2.72522 0.44773
H 2.18972 6.77292 -0.20890
H 2.65694 5.59571 -0.96087
H 2.55361 -2.92122 -0.51613
H 1.16797 -1.18032 1.30736
H 0.87736 -1.42272 -1.55386
H -6.19607 1.05884 -0.48409
H 3.37484 -3.69623 1.31784
H -0.59234 -1.86364 -0.66909
H -0.06490 -0.25862 -0.48213
H -7.08406 2.10015 -1.28895